Entry 1:
{
  "formula": "C3H4NO",
  "method": "wB97M-V/def2-TZVPD",
  "symbols": ["O", "N", "C", "C", "C", "H", "H", "H", "H"],
  "xyz": [[-0.7075, -1.1325, -0.0184], [-0.3457, 1.0424, -0.1594], [0.8883, 0.3589, -0.1265], [0.5788, -1.0571, -0.1542], [-1.1969, 0.1863, 0.0780], [1.1957, -1.8793, -0.4091], [1.7558, 0.7705, -0.6521], [1.1169, 0.6012, 0.9377], [-3.2855, 1.1095, 0.5041]],
  "lowdin_charge": [0.134, 0.117, -0.129, 0.116, -0.081, 0.169, 0.171, 0.206, 0.296],
  "de_lowest_kcal_mol": 141.9,
  "total_charge": 1,
  "lumo_ev": [-6.7, -7.3],
  "homo_energy_ev": [-16.4, -15.9],
  "homo_lumo_gap_ev": [9.67, 8.60]
}

---

Entry 2:
{
  "formula": "C23H33FGaN2O2S2",
  "method": "wB97M-V/def2-TZVPD",
  "symbols": ["Ga", "S", "S", "F", "O", "O", "N", "N", "C", "C", "C", "C", "C", "C", "C", "C", "C", "C", "C", "C", "C", "C", "C", "C", "C", "C", "C", "C", "C", "C", "C", "H", "H", "H", "H", "H", "H", "H", "H", "H", "H", "H", "H", "H", "H", "H", "H", "H", "H", "H", "H", "H", "H", "H", "H", "H", "H", "H", "H", "H", "H", "H", "H", "H"],
  "xyz": [[3.6610, 0.3043, -0.5794], [-1.5082, 1.6587, -1.1960], [-3.2049, 0.2483, -3.2005], [5.3755, -3.3140, -0.9388], [3.2035, -2.9173, -0.4945], [0.5091, -2.3235, 1.1483], [-3.9440, 0.4473, -0.5385], [8.4428, 0.7527, -0.1286], [-6.2321, -2.6092, -1.4225], [7.7214, 0.8318, 1.1676], [-4.6140, -0.8384, -0.5883], [-0.0949, 0.4562, -1.0386], [-5.6268, -1.2764, -1.5322], [1.0565, 0.9007, -2.0292], [-5.8691, -3.5610, -0.3814], [0.8282, -1.0586, 3.1772], [-6.3779, 3.9480, 0.6488], [4.2158, -2.5384, -1.0510], [2.2579, 1.6354, -1.2913], [0.3430, -2.3557, 2.5562], [-6.1072, 1.8611, -0.8321], [-4.2421, -1.7985, 0.4676], [6.2023, 0.3952, 1.0469], [-6.8531, 3.0240, -0.3730], [-4.8473, -3.1073, 0.5842], [-5.0650, 3.6710, 1.2369], [4.1781, -1.1889, -1.9049], [-4.8106, 1.5696, -0.2383], [5.3970, 1.2734, -0.0137], [-3.0279, 0.6925, -1.6344], [-4.3247, 2.5083, 0.7889], [1.8128, 2.2169, -0.4335], [1.8844, -0.8946, 2.9519], [-3.4822, -1.5193, 1.2417], [-0.7189, -2.5053, 2.7649], [-6.3071, -4.5737, -0.2719], [1.4510, -0.0341, -2.5299], [3.4761, -1.2944, -2.7716], [-5.9495, -0.6110, -2.3571], [7.7200, 1.9035, 1.5139], [5.7414, 0.5564, 2.0613], [-6.9746, 4.8214, 0.9968], [1.4514, -2.1971, 0.9586], [5.1788, 2.2602, 0.4778], [0.2785, -0.2088, 2.7658], [0.6976, -1.0715, 4.2631], [3.0941, -0.4403, 0.7357], [6.0978, -0.7002, 0.8048], [-4.5352, -3.7617, 1.4254], [-0.4556, -0.5865, -1.2112], [-6.9973, -2.9388, -2.1700], [-6.5231, 1.2111, -1.6266], [6.0575, 1.3940, -0.9196], [0.3127, 0.5940, -0.0013], [-3.3314, 2.3221, 1.2709], [9.1846, 1.4515, -0.1804], [-4.6431, 4.3291, 2.0352], [0.6679, 1.5528, -2.8651], [8.2560, 0.1829, 1.9273], [8.8936, -0.1605, -0.2271], [2.7440, 2.3870, -1.9693], [5.2343, -0.9902, -2.2239], [0.8988, -3.2109, 2.9579], [-7.8575, 3.2249, -0.8098]],
  "lowdin_charge": [0.430, 0.795, 0.701, 0.009, 0.031, -0.104, -0.135, -0.039, -0.082, -0.308, -0.230, -0.444, -0.057, -0.354, -0.081, -0.100, -0.090, -0.478, -0.289, -0.331, -0.005, 0.001, -0.301, -0.089, -0.081, -0.081, -0.151, -0.202, -0.296, -0.991, -0.021, 0.042, 0.055, 0.113, 0.099, 0.089, 0.080, 0.052, 0.072, 0.105, 0.093, 0.091, 0.038, 0.037, 0.070, 0.064, -0.021, 0.084, 0.092, 0.085, 0.094, 0.088, 0.032, 0.060, 0.100, 0.049, 0.097, 0.082, 0.094, 0.058, 0.038, 0.046, 0.105, 0.091],
  "total_charge": -1,
  "lumo_ev": 1.6,
  "homo_energy_ev": -4.9,
  "homo_lumo_gap_ev": 6.42
}

---

Entry 3:
{
  "formula": "C21H19N3OS",
  "method": "wB97M-V/def2-TZVPD",
  "symbols": ["S", "O", "N", "N", "N", "C", "C", "C", "C", "C", "C", "C", "C", "C", "C", "C", "C", "C", "C", "C", "C", "C", "C", "C", "C", "C", "H", "H", "H", "H", "H", "H", "H", "H", "H", "H", "H", "H", "H", "H", "H", "H", "H", "H", "H"],
  "xyz": [[4.0464, -0.8788, -0.4102], [-3.5281, -0.2923, 3.6253], [2.3039, 2.1229, 3.7136], [-1.6711, -5.4494, -3.4737], [5.3979, -0.7361, 2.6714], [0.3510, -1.4010, -1.7439], [1.1988, -4.0570, -1.9895], [-4.2492, 0.8551, 3.1062], [-1.4891, 0.6234, 2.6235], [-0.9483, -4.6391, -3.0303], [-0.2351, -1.7944, 3.2970], [4.5723, -0.9318, -2.1597], [1.6026, -1.7999, -1.1916], [2.8561, -0.1732, 2.6100], [1.8792, -1.0512, 2.2131], [4.4386, 0.8849, -0.1629], [2.3416, -0.8740, -0.4154], [-1.5294, -1.5740, 3.7058], [-0.0555, -3.6616, -2.4838], [2.5359, 1.0914, 3.2036], [2.0324, -3.1422, -1.3752], [-0.1686, 0.4077, 2.2667], [-0.4556, -2.3167, -2.3847], [4.2512, -0.4931, 2.6044], [0.4804, -0.8071, 2.5782], [-2.1985, -0.3780, 3.3346], [2.9875, -3.4701, -0.9563], [-1.4087, -2.0075, -2.8232], [4.0391, 1.4598, -1.0041], [4.0487, 1.2325, 0.7969], [2.1445, -2.0250, 1.7989], [4.0992, -0.1032, -2.6972], [0.3745, 1.1836, 1.7237], [-1.9817, 1.5614, 2.3535], [-5.2712, 0.6683, 3.4332], [-4.1985, 0.9069, 2.0053], [1.8549, 0.0471, -0.0884], [0.0538, -0.3547, -1.6216], [-2.0861, -2.3017, 4.2898], [5.6621, -0.8069, -2.1463], [-3.8682, 1.7902, 3.5473], [1.5009, -5.1042, -2.0972], [0.2771, -2.7247, 3.5672], [5.5330, 0.9236, -0.1553], [4.3019, -1.8966, -2.5953]],
  "lowdin_charge": [1.002, -0.086, 0.176, 0.129, 0.174, -0.039, -0.040, -0.059, -0.005, -0.201, -0.017, -0.243, -0.322, -0.277, 0.002, -0.227, -0.444, 0.006, -0.259, -0.202, -0.067, -0.033, -0.038, -0.245, -0.211, -0.251, 0.106, 0.121, 0.068, 0.041, 0.132, 0.066, 0.116, 0.107, 0.091, 0.099, 0.073, 0.113, 0.122, 0.059, 0.096, 0.122, 0.126, 0.067, 0.052],
  "de_lowest_kcal_mol": 130.3,
  "lumo_ev": -0.7,
  "homo_energy_ev": -7.0,
  "homo_lumo_gap_ev": 6.23
}

---

Entry 4:
{
  "formula": "C5H11N2",
  "method": "wB97M-V/def2-TZVPD",
  "symbols": ["N", "N", "C", "C", "C", "C", "C", "H", "H", "H", "H", "H", "H", "H", "H", "H", "H", "H"],
  "xyz": [[0.1143, -0.5266, -0.9532], [-0.2042, 0.5195, 1.2017], [1.2994, 0.2145, -0.7109], [-0.1665, 1.2133, 2.5129], [-1.1071, -0.2126, -0.5814], [-1.2975, 0.6577, 0.5835], [0.3092, -1.6185, -1.8923], [0.5453, -2.5057, -1.5344], [1.1547, 1.2477, -0.5092], [1.9325, 0.1048, -1.5610], [-2.0138, -0.6492, -1.0217], [-1.0694, 0.9915, 2.9398], [1.7823, -0.1530, 0.2411], [-0.6481, -1.9411, -2.4633], [1.0050, -1.3640, -2.5691], [-2.3075, 1.0200, 0.8602], [0.6126, 0.7446, 3.2134], [0.0589, 2.2571, 2.2438]],
  "lowdin_charge": [-0.122, -0.013, -0.029, -0.036, 0.063, -0.090, 0.021, 0.062, 0.100, 0.098, 0.158, 0.045, 0.139, 0.156, 0.062, 0.156, 0.119, 0.110],
  "de_lowest_kcal_mol": 72.5,
  "total_charge": 1,
  "lumo_ev": -5.3,
  "smiles": "C/N=C/C=[N+](C)C",
  "homo_energy_ev": -14.7,
  "homo_lumo_gap_ev": 9.43
}

---

Entry 5:
{
  "formula": "C4H5NO2",
  "method": "wB97M-V/def2-TZVPD",
  "symbols": ["O", "O", "N", "C", "C", "C", "C", "H", "H", "H", "H", "H"],
  "xyz": [[-0.2801, 1.0528, 2.8341], [-1.5596, 0.4733, 0.7862], [0.9051, 0.4852, 1.4026], [-1.2918, 0.0155, -0.5525], [-0.2726, 0.4619, 1.1319], [0.0149, -0.1330, -0.6038], [1.0279, -0.5420, -1.6044], [1.7295, 0.2757, -1.7984], [-2.1630, -0.0949, -1.1864], [1.6117, -1.3953, -1.2442], [0.5568, -0.8225, -2.5545], [-0.2973, 0.2456, 3.3728]],
  "lowdin_charge": [-0.127, 0.072, 0.370, -0.052, -0.485, -0.109, -0.078, 0.082, 0.128, 0.080, 0.081, 0.038],
  "de_lowest_kcal_mol": 180.3,
  "lumo_ev": [-0.5, -0.5],
  "homo_energy_ev": [-8.9, -8.9],
  "homo_lumo_gap_ev": [8.34, 8.34]
}

---

Entry 6:
{
  "formula": "C52H32BaCl4N10O7",
  "method": "wB97M-V/def2-TZVPD",
  "symbols": ["Ba", "Cl", "Cl", "Cl", "Cl", "O", "O", "O", "O", "O", "O", "O", "N", "N", "N", "N", "N", "N", "N", "N", "N", "N", "C", "C", "C", "C", "C", "C", "C", "C", "C", "C", "C", "C", "C", "C", "C", "C", "C", "C", "C", "C", "C", "C", "C", "C", "C", "C", "C", "C", "C", "C", "C", "C", "C", "C", "C", "C", "C", "C", "C", "C", "C", "C", "C", "C", "C", "C", "C", "C", "C", "C", "C", "C", "H", "H", "H", "H", "H", "H", "H", "H", "H", "H", "H", "H", "H", "H", "H", "H", "H", "H", "H", "H", "H", "H", "H", "H", "H", "H", "H", "H", "H", "H", "H", "H"],
  "xyz": [[0.7271, 0.2694, 0.5699], [-4.9080, -6.8358, -4.9669], [-5.5667, -0.6262, 7.5560], [5.6970, 2.5355, -6.8041], [-3.1281, 9.1034, -1.9277], [-0.9404, -3.3797, 3.1193], [6.3176, -2.7276, 2.6139], [2.2666, 0.4083, -1.6315], [1.5107, -1.3626, 7.3602], [0.3974, -2.3356, 1.6125], [1.2302, 2.0150, 2.3761], [2.4812, 2.4654, 4.2589], [-2.1217, -1.3092, 0.2239], [6.7492, -1.7245, 1.9419], [7.3774, -2.0357, 0.8029], [-0.1547, 1.8849, -1.4386], [6.9919, -4.4767, 0.9464], [1.0193, -0.5196, 3.4122], [7.7966, -2.3434, -1.8938], [7.5047, -3.4748, -1.0235], [-0.0444, -0.9895, -1.9884], [-2.0757, 1.5988, 0.6461], [-2.6024, 2.3899, 2.8139], [-3.1100, -0.2694, 6.1263], [0.6949, -2.0263, 5.1712], [-1.2768, 3.8017, -0.2470], [0.5696, 1.7942, -2.5679], [-2.6681, 1.2301, 1.8679], [-3.1557, -0.9849, 1.1028], [2.5610, 1.2537, -3.8277], [-4.5256, -0.6293, 6.1888], [-0.0276, -2.6205, -3.6600], [1.8443, 0.1424, 5.5337], [0.9932, -1.7252, -3.8858], [-2.5565, -0.0243, 4.8388], [-4.1405, -4.3682, -4.3797], [-2.8330, 5.6741, -0.1518], [-4.0097, -5.7177, -4.0168], [-2.2228, 3.4426, 2.0632], [-1.5299, 5.2511, -0.2415], [2.3182, 1.4134, -5.1954], [-0.3912, 3.8624, -2.6508], [-4.0437, -2.4820, -0.3714], [1.5735, 0.3918, 4.1052], [1.8043, 1.7394, 3.4967], [-1.8099, 2.9830, 0.7810], [-1.9033, -2.6901, -1.8724], [-3.2672, -0.4274, 3.6711], [1.3300, -1.0357, 6.0338], [7.3115, -3.3357, 0.3170], [-0.9651, 7.5076, -0.8992], [-0.7022, -2.1293, -2.4173], [0.5323, -1.6455, 3.8557], [-3.2288, -6.1120, -2.9406], [0.3774, 2.9767, -3.3298], [-4.3586, -1.6165, 0.6962], [-2.5735, -3.7522, -2.6355], [-0.5755, 6.1838, -0.6786], [-0.0658, -2.5623, 2.7862], [4.9017, 1.8501, -4.2141], [4.5556, 2.0836, -5.5920], [1.5566, 0.6836, -2.7443], [-3.2685, -3.4342, -3.8575], [-2.3733, 7.8674, -0.9535], [-2.5005, -5.1104, -2.2930], [0.8041, -0.6522, -2.9507], [-2.6103, -2.1723, -0.6493], [-0.6799, 3.2532, -1.3962], [-4.5142, -1.1013, 3.8592], [-3.2930, 6.8996, -0.5456], [3.2983, 1.8775, -6.0671], [-5.0373, -1.3460, 5.0945], [-2.9741, -0.0889, 2.2173], [3.8463, 1.5826, -3.3281], [-5.8493, -2.0811, 5.2201], [-5.3010, -1.3649, 1.1778], [-0.1995, 8.2534, -1.0969], [-1.5519, 0.3546, 4.8082], [0.1580, -2.8835, 5.5857], [0.6753, 3.2423, -4.3494], [-1.8674, -5.4394, -1.4570], [1.7485, -0.5809, 7.8590], [-0.2447, -3.4389, -4.2916], [3.1470, 2.1504, -7.0919], [-4.3670, 7.0813, -0.6645], [-3.0366, 2.3722, 3.8203], [1.2860, 1.2896, -5.6406], [2.3569, 0.9242, 6.0661], [-0.7377, 4.8389, -2.8604], [0.4786, 5.9798, -0.7358], [-3.5522, 4.8983, 0.1795], [7.9151, -1.4844, -1.3333], [-4.9328, -4.0973, -5.1010], [-4.6757, -3.0951, -0.9903], [7.4710, -4.3958, -1.4595], [-3.1186, -2.4938, -4.2785], [-3.1459, -7.1927, -2.6407], [7.5332, -5.2492, 0.5681], [6.9641, -4.5763, 1.9692], [-2.6512, 0.1363, 6.9751], [4.0062, 1.7528, -2.2736], [5.8711, 1.9331, -3.8561], [-2.2331, 4.4545, 2.3591], [-5.0475, -1.4923, 3.0046], [1.6739, -1.6597, -4.7199], [7.0216, -2.3517, -2.5772]],
  "lowdin_charge": [1.946, 0.630, 0.637, 0.621, 0.618, -0.029, -0.162, -0.357, 0.018, -0.211, -0.292, -0.031, 0.112, -0.092, -0.007, 0.029, 0.145, 0.067, 0.030, -0.024, 0.066, 0.123, 0.007, -0.036, 0.075, -0.040, -0.194, -0.215, -0.265, -0.111, -0.665, -0.012, 0.067, -0.030, -0.012, -0.124, -0.041, -0.713, -0.055, -0.180, -0.057, -0.026, -0.011, -0.203, -0.636, -0.230, -0.011, -0.097, -0.284, -0.401, -0.064, -0.208, -0.225, -0.110, -0.018, -0.074, -0.195, -0.024, -0.656, -0.059, -0.694, -0.521, -0.003, -0.634, -0.018, -0.201, -0.243, -0.170, -0.017, -0.141, -0.168, -0.142, 0.002, 0.002, 0.109, 0.078, 0.098, 0.108, 0.121, 0.104, 0.132, 0.087, 0.078, 0.082, 0.103, 0.106, 0.136, 0.102, 0.094, 0.126, 0.139, 0.072, 0.103, 0.073, 0.143, 0.100, 0.119, 0.102, 0.107, 0.078, 0.116, 0.069, 0.095, 0.084, 0.087, 0.091],
  "de_lowest_kcal_mol": 53.4,
  "total_charge": -2,
  "lumo_ev": [2.4, 2.4],
  "homo_energy_ev": [-2.0, -2.0],
  "homo_lumo_gap_ev": [4.49, 4.49]
}

---

Entry 7:
{
  "formula": "C2H7N3S",
  "method": "wB97M-V/def2-TZVPD",
  "symbols": ["S", "N", "N", "N", "C", "C", "H", "H", "H", "H", "H", "H", "H"],
  "xyz": [[-0.6127, -1.6670, -0.6477], [-0.1565, -0.1103, 3.2363], [-0.3761, 0.1346, 1.9983], [-0.0877, 1.2777, 1.4819], [0.1154, 0.3923, -2.2388], [0.2802, -1.0518, -1.7803], [-0.3391, -1.0895, 3.4197], [1.1447, -1.5637, -2.1014], [-0.6789, -0.6638, 1.3351], [-0.8438, 0.9623, -1.9046], [0.2641, 2.0033, 2.2060], [0.9359, 0.9128, -1.6694], [0.3545, 0.4630, -3.3351]],
  "lowdin_charge": [0.733, 0.023, -0.318, 0.007, -0.180, -0.710, 0.026, 0.031, 0.038, 0.104, 0.085, 0.083, 0.077],
  "de_lowest_kcal_mol": 86.5,
  "lumo_ev": -0.5,
  "homo_energy_ev": -8.7,
  "homo_lumo_gap_ev": 8.16
}

---

Taking the records one at a time from the top gives max |F| values of 2.8, 3.5, 2.7, 5.8, 1.0, 4.2, 3.0 eV/A.